{
  "formula": "C37H96N4O21",
  "method": "wB97M-V/def2-TZVPD",
  "relative_energy_ev": 3.6882,
  "homo_ev": -8.2,
  "smiles": "CC1(C)CCCC(C)(C)N1O.CC1(C)CCCC(C)(C)N1O.NC(N)=O.OCCO.OCCO.OCCO.OCCO.OCCO.OCCO.OCCO.OCCO.OCCO",
  "e_tot_ha": -3265.98827,
  "symbols": ["C", "C", "C", "C", "C", "C", "C", "C", "C", "N", "O", "H", "H", "H", "H", "H", "H", "H", "H", "H", "H", "H", "H", "H", "H", "H", "H", "H", "H", "H", "C", "C", "C", "C", "C", "C", "C", "C", "C", "N", "O", "H", "H", "H", "H", "H", "H", "H", "H", "H", "H", "H", "H", "H", "H", "H", "H", "H", "H", "H", "N", "C", "N", "O", "H", "H", "H", "H", "O", "C", "C", "O", "H", "H", "H", "H", "H", "H", "O", "C", "C", "O", "H", "H", "H", "H", "H", "H", "O", "C", "C", "O", "H", "H", "H", "H", "H", "H", "O", "C", "C", "O", "H", "H", "H", "H", "H", "H", "O", "C", "C", "O", "H", "H", "H", "H", "H", "H", "O", "C", "C", "O", "H", "H", "H", "H", "H", "H", "O", "C", "C", "O", "H", "H", "H", "H", "H", "H", "O", "C", "C", "O", "H", "H", "H", "H", "H", "H", "O", "C", "C", "O", "H", "H", "H", "H", "H", "H"],
  "coordinates": [[-0.046, 3.138, 0.358], [0.918, 4.298, 0.863], [1.168, 4.163, 2.438], [2.314, 4.163, 0.124], [2.263, 4.632, -1.268], [1.739, 6.067, -1.326], [0.372, 6.197, -0.743], [0.063, 7.746, -0.493], [-0.644, 5.706, -1.825], [0.259, 5.519, 0.608], [-0.951, 5.629, 1.284], [-0.901, 2.928, 1.000], [-0.618, 3.253, -0.562], [0.563, 2.237, 0.279], [1.715, 5.085, 2.635], [0.212, 4.309, 2.941], [1.750, 3.314, 2.795], [3.095, 4.709, 0.654], [2.707, 3.150, 0.209], [3.223, 4.684, -1.783], [1.638, 3.975, -1.874], [1.799, 6.644, -2.248], [2.493, 6.686, -0.841], [-0.766, 7.981, 0.174], [-0.087, 8.099, -1.514], [0.890, 8.312, -0.064], [-1.609, 6.117, -1.531], [-0.787, 4.625, -1.828], [-0.382, 5.976, -2.848], [-1.493, 5.045, 0.748], [-3.594, 0.627, 0.080], [-4.874, 1.200, 0.646], [-5.933, 0.082, 0.597], [-4.708, 1.414, 2.078], [-3.908, 2.592, 2.404], [-4.409, 3.905, 1.739], [-4.819, 3.742, 0.210], [-5.897, 4.738, -0.059], [-3.513, 3.978, -0.602], [-5.521, 2.405, 0.041], [-6.010, 2.288, -1.160], [-2.678, 1.211, 0.176], [-3.331, -0.337, 0.514], [-3.797, 0.420, -0.970], [-6.217, -0.195, -0.418], [-5.656, -0.875, 1.040], [-6.846, 0.450, 1.066], [-5.644, 1.496, 2.631], [-4.261, 0.552, 2.573], [-3.877, 2.746, 3.483], [-2.843, 2.439, 2.232], [-3.541, 4.564, 1.781], [-5.236, 4.365, 2.280], [-6.917, 4.353, -0.073], [-5.792, 4.988, -1.115], [-5.851, 5.642, 0.549], [-3.708, 3.929, -1.673], [-2.758, 3.250, -0.303], [-3.149, 4.970, -0.336], [-6.938, 2.492, -1.026], [0.289, -4.991, -2.329], [-0.626, -5.786, -2.784], [-1.692, -5.078, -2.831], [-0.322, -6.933, -3.013], [0.161, -4.023, -2.588], [1.201, -5.377, -2.133], [-1.735, -4.089, -2.633], [-2.522, -5.613, -3.043], [-5.724, -5.083, 0.076], [-4.813, -4.396, 0.918], [-3.966, -3.394, -0.015], [-3.071, -2.736, 0.877], [-6.553, -5.340, 0.487], [-5.447, -3.710, 1.479], [-4.244, -5.015, 1.611], [-4.545, -2.793, -0.716], [-3.311, -4.113, -0.507], [-2.372, -2.334, 0.356], [4.079, -1.545, 1.531], [5.376, -2.103, 1.476], [5.544, -2.725, 0.122], [5.887, -1.746, -0.827], [3.490, -1.985, 0.914], [6.182, -1.380, 1.600], [5.413, -2.701, 2.387], [4.775, -3.448, -0.151], [6.309, -3.501, 0.164], [5.201, -1.076, -0.851], [-0.844, -6.997, 3.358], [-0.642, -6.513, 2.010], [-0.766, -4.971, 1.989], [0.281, -4.314, 2.620], [-0.101, -6.852, 3.948], [0.286, -6.948, 1.638], [-1.325, -7.138, 1.433], [-1.653, -4.544, 2.456], [-0.841, -4.553, 0.985], [0.199, -4.585, 3.537], [2.559, 1.591, -1.844], [3.981, 1.506, -1.888], [4.415, 1.617, -3.404], [4.054, 0.437, -4.214], [2.233, 1.186, -1.037], [4.346, 2.336, -1.284], [4.238, 0.543, -1.448], [5.503, 1.615, -3.484], [4.020, 2.530, -3.849], [3.433, 0.687, -4.902], [-0.904, 1.356, 5.816], [-0.495, 1.922, 4.567], [0.041, 0.772, 3.603], [1.317, 0.246, 4.129], [-0.160, 1.185, 6.399], [-1.401, 2.420, 4.220], [0.228, 2.722, 4.728], [0.093, 1.243, 2.622], [-0.612, -0.099, 3.549], [1.542, -0.597, 3.730], [-1.053, -1.567, -0.852], [0.198, -1.112, -0.348], [0.974, -2.284, -0.063], [2.268, -2.261, -0.606], [-0.923, -1.684, -1.796], [0.619, -0.563, -1.190], [0.116, -0.484, 0.539], [0.405, -3.165, -0.360], [1.192, -2.387, 1.000], [2.263, -2.544, -1.524], [5.290, -3.587, -3.177], [5.425, -2.616, -4.162], [6.262, -3.343, -5.346], [7.681, -3.306, -5.136], [4.815, -3.205, -2.435], [4.464, -2.338, -4.594], [5.982, -1.810, -3.683], [6.097, -2.575, -6.102], [5.970, -4.336, -5.687], [7.980, -3.880, -4.426], [1.590, -2.292, 3.938], [2.506, -2.774, 4.970], [2.323, -1.916, 6.260], [3.075, -0.709, 6.070], [1.241, -3.103, 3.561], [2.370, -3.845, 5.118], [3.497, -2.550, 4.575], [2.723, -2.380, 7.162], [1.271, -1.658, 6.376], [2.463, -0.118, 5.625], [-1.172, -1.580, -3.534], [-0.950, -1.897, -4.886], [-0.009, -3.115, -5.141], [1.245, -2.885, -4.571], [-1.495, -0.685, -3.408], [-1.932, -1.903, -5.359], [-0.537, -0.947, -5.225], [0.035, -3.144, -6.229], [-0.456, -4.072, -4.873], [1.529, -1.995, -4.790]]
}